# C4H12O3

3 unconnected molecules or ions with the total composition C4H12O3 (wB97M-V/def2-TZVPD, the Open Molecules 2025 dataset).

ORCA input file:
```
! RIJCOSX wB97M-V def2-TZVPD def2/J DEFGRID3
* xyz 0 1
C -0.0498 1.6759 -1.2306
C 0.1005 0.5327 -0.1790
C -1.1460 0.3393 0.6714
C -0.8666 -0.7932 1.6369
O 0.2502 -1.1799 1.8658
H 0.9253 2.0640 -1.5043
H -0.4237 2.6509 -0.8282
H -0.3758 1.2053 -2.2015
H 1.0065 0.7684 0.3595
H 0.3127 -0.4668 -0.6430
H -2.0899 0.1215 0.0056
H -1.3815 1.3209 1.0727
H -1.7037 -1.3990 1.8854
O 4.8494 0.1053 1.6261
H 4.4336 -0.8294 1.7174
H 4.0900 0.5511 1.2191
O -2.6137 -2.5336 -1.6509
H -3.4397 -2.0940 -1.8253
H -1.8779 -2.0394 -1.9972
*
```

Its HOMO-LUMO gap is 10.58 eV. The LUMO energy comes out at 0.52 eV. The strongest force on any atom is 3.0 eV/A. The value obtained for the energy above the lowest of the compared OMol25 structures with the same formula, charge and spin is 33.4 kcal per mole.

=====

# C3H8N4S

A single C3H8N4S molecule (wB97M-V/def2-TZVPD, the Open Molecules 2025 dataset).

ORCA input file:
```
! RIJCOSX wB97M-V def2-TZVPD def2/J DEFGRID3
* xyz 0 1
C -0.5546 -1.3484 0.9375
N 0.4259 -0.6987 0.0698
C 0.2586 0.6272 -0.2662
N 1.2512 1.3496 -0.6908
C 2.5183 0.6178 -0.5930
S 3.7606 0.6537 -1.6074
N -0.9631 1.2948 -0.0720
N -2.2557 0.7174 -0.1574
H -0.2972 -2.6374 0.8930
H -1.6349 -1.2072 0.2160
H -0.5045 -0.7357 1.9449
H 1.2795 -1.2372 -0.2649
H 2.5369 0.0846 0.4454
H -0.8472 2.1148 -0.9849
H -2.4318 -0.1275 -0.7168
H -2.5420 0.5320 0.8467
*
```

Its HOMO-LUMO gap is 8.51 eV. The LUMO energy comes out at 0.13 eV. The strongest force on any atom is 5.4 eV/A. The value obtained for the energy above the lowest of the compared OMol25 structures with the same formula, charge and spin is 107.3 kcal per mole.

=====

# C22H41BiClNP3Se

A molecular structure, C22H41BiClNP3Se (wB97M-V/def2-TZVPD, the Open Molecules 2025 dataset).

ORCA input file:
```
! RIJCOSX wB97M-V def2-TZVPD def2/J DEFGRID3
* xyz 3 1
Bi -0.6961 -0.2383 -0.1708
P -1.3063 -2.5292 1.3994
P 1.7477 -0.6315 2.3440
P 1.5882 -1.6862 -1.1048
H -3.0281 3.1888 -5.2422
C -3.2378 2.1386 -5.5094
C -3.3167 1.1572 -4.5707
H -3.3923 1.2836 -3.4572
C -2.7025 -2.1690 2.5643
C -0.2971 -3.6952 2.4008
C -2.1027 -3.6458 0.1497
C 3.0819 0.6420 2.3578
C 1.1160 -0.4237 4.0574
C 2.7796 -2.1419 2.5476
C 1.1954 -1.7585 -2.9013
C 1.8128 -3.4378 -0.6453
C 3.2722 -0.9775 -1.0775
H -3.4001 2.0175 -6.6104
H -3.3719 0.1183 -4.9284
H -3.2968 -1.3082 2.2249
H -2.3458 -1.9647 3.5856
H -3.3194 -3.0821 2.5607
H 0.0848 -3.2374 3.3250
H 0.5459 -4.1154 1.8357
H -0.9666 -4.5238 2.6749
H -2.8112 -3.0974 -0.4934
H -2.6453 -4.4081 0.7374
H -1.3670 -4.1357 -0.5091
H 3.7420 0.4555 3.2104
H 2.6306 1.6358 2.4462
H 3.6540 0.6026 1.4239
H 1.9639 -0.4215 4.7516
H 0.4223 -1.2344 4.3251
H 0.5845 0.5354 4.1149
H 3.3845 -2.0138 3.4481
H 3.4384 -2.2806 1.6856
H 2.1571 -3.0327 2.6649
H 2.0412 -2.2415 -3.4210
H 1.0596 -0.7274 -3.2631
H 0.2654 -2.3225 -3.0884
H 2.4101 -3.9075 -1.4314
H 0.8477 -3.9501 -0.5752
H 2.3389 -3.5396 0.3084
H 3.8223 -1.4136 -1.9248
H 3.8055 -1.2061 -0.1436
H 3.2169 0.1168 -1.1984
C 1.1342 2.6374 -2.1789
C -0.1922 2.7091 -2.6793
C -0.4410 3.0868 -3.9884
C 0.6210 3.4447 -4.8449
C 1.9273 3.4137 -4.3342
C 2.2174 3.0049 -3.0346
Se 1.3160 2.0894 -0.4345
H -0.9553 0.0711 -1.9488
H -1.0096 2.3765 -2.0202
H -1.4686 3.0862 -4.3344
H 0.5138 3.7481 -5.8922
H 2.6906 3.7414 -5.0436
H 3.2487 2.9605 -2.6665
Cl -2.6824 5.5064 1.7516
C -2.3914 3.9286 2.3810
C -2.8691 3.5733 3.6531
C -2.5975 2.2805 4.1278
C -1.9212 1.3906 3.2728
N -1.5744 1.6919 2.0148
C -1.6926 2.9677 1.6235
H -3.4111 4.3074 4.2557
H -2.9288 1.9631 5.1294
H -1.6866 0.3911 3.6383
H -1.2527 3.2360 0.6742
*
```

Its HOMO-LUMO gap (alpha / beta) is 3.87 / 4.71 eV. The LUMO energy (alpha / beta) comes out at -12.51 / -11.67 eV. The strongest force on any atom is 2.6 eV/A. The value obtained for the energy above the lowest of the compared OMol25 structures with the same formula, charge and spin is 0.0 kcal per mole.

=====

# C7H8BiCl3NO7S

A molecular structure, C7H8BiCl3NO7S (wB97M-V/def2-TZVPD, the Open Molecules 2025 dataset).

ORCA input file:
```
! RIJCOSX wB97M-V def2-TZVPD def2/J DEFGRID3
* xyz 1 1
Bi 1.9488 1.0147 -0.2128
O 5.2374 -0.6265 -1.4572
Cl 4.6719 0.6333 -1.4660
O 5.2695 1.6288 -2.2513
O 3.1436 0.3791 -2.0236
O 4.4305 1.1600 -0.1260
Cl 0.9093 6.3178 0.8228
C 2.5815 6.3942 0.2503
Cl 3.7159 5.8214 1.4782
H 2.7588 7.4085 -0.1551
H 2.6306 5.6717 -0.5564
N -0.6084 0.4730 0.6812
C -1.1444 -0.7793 0.2143
C -0.6580 -1.9657 0.7517
C -1.4853 -3.0257 0.8252
C -2.8359 -3.0552 0.2175
C -3.0749 -1.9460 -0.6754
C -2.2474 -0.7955 -0.6232
S -3.9953 -4.3987 0.4427
O -5.1312 -4.4010 -0.4411
O -3.1040 -5.5674 0.2205
O -4.0950 -4.1963 1.8962
H -1.2626 1.2136 0.6309
H -0.2817 0.4846 1.6407
H 0.4151 -2.0466 1.0408
H -1.2151 -3.9688 1.2857
H -3.9720 -1.9624 -1.3205
H -2.6015 0.1342 -1.0901
*
```

Its HOMO-LUMO gap (alpha / beta) is 5.64 / 5.77 eV. The LUMO energy (alpha / beta) comes out at -6.86 / -6.80 eV. The strongest force on any atom is 4.7 eV/A.